1.
ORCA calculation (ωB97M-V with the def2-TZVPD basis set) on 10 unconnected molecules or ions with the total composition C31H75N10O10 in a non-equilibrium geometry.

Each line ends with the Löwdin charge.
Atoms and positions in Å:
C 33.66715 -38.60577 -5.20844  0.018
C 34.38024 -39.40019 -6.32839  -0.295
C 33.62006 -39.08238 -7.68666  -0.142
O 34.39946 -39.67449 -8.70234  -0.173
C 33.97404 -39.29713 -9.93933  -0.142
N 35.83428 -39.18469 -6.50743  0.207
H 35.99456 -38.29881 -6.92967  0.068
H 36.25008 -39.26051 -5.55443  0.078
H 36.37252 -39.97618 -7.01484  0.110
H 34.11959 -38.74309 -4.37009  -0.003
H 32.66182 -38.95220 -5.30936  0.086
H 33.87701 -37.51660 -5.41133  0.095
H 34.21115 -40.39906 -6.32588  0.083
H 33.81545 -37.93379 -7.85993  0.156
H 32.50410 -39.33359 -7.59555  0.156
H 33.00249 -39.43576 -10.09852  0.022
H 34.25184 -40.05871 -10.65320  0.105
H 34.13798 -38.32619 -10.36039  0.083
C 30.40043 -42.26472 -1.85294  0.030
C 30.67467 -40.89716 -2.26708  -0.519
O 31.62248 -40.63873 -3.11784  -0.034
N 30.00929 -39.93403 -1.69228  0.007
C 30.36741 -38.52292 -1.86443  -0.062
H 31.24993 -42.70665 -1.81419  0.030
H 29.66726 -42.51099 -2.46816  0.067
H 30.12304 -42.37642 -0.86277  0.080
H 29.59844 -40.14893 -0.74528  0.171
H 31.23911 -38.29865 -2.50128  0.074
H 30.79416 -38.23008 -0.85516  0.105
H 29.56232 -37.91939 -2.28143  0.079
C 34.34177 -43.29211 -4.01496  0.072
C 35.55872 -42.43411 -4.27942  -0.547
O 35.58355 -41.23013 -4.14329  0.083
N 36.63761 -43.06681 -4.66675  -0.038
C 37.97053 -42.64538 -4.40018  -0.074
H 33.73184 -42.67204 -3.54033  0.040
H 34.66190 -44.10974 -3.46972  0.078
H 33.98271 -43.63986 -4.89311  0.056
H 36.38787 -44.00193 -4.97608  0.155
H 38.41753 -42.96141 -3.38342  0.120
H 38.21764 -41.63559 -4.59810  0.032
H 38.60529 -43.19764 -5.24296  0.135
C 37.34446 -37.65112 -10.26830  0.019
C 36.56039 -36.78672 -9.19214  -0.490
O 35.61269 -36.11540 -9.43982  0.089
N 37.08260 -36.91971 -7.85825  -0.057
C 36.58987 -36.16212 -6.75942  -0.133
H 37.22051 -38.77234 -10.17410  0.089
H 38.49641 -37.46959 -10.20155  0.117
H 36.87393 -37.50442 -11.10294  -0.002
H 38.10976 -37.37992 -7.74422  0.199
H 35.43641 -35.95958 -6.74102  0.137
H 36.77796 -35.23163 -7.00792  0.009
H 37.08663 -36.25983 -5.80835  0.092
C 32.01335 -36.10007 -12.06439  -0.002
C 31.66407 -37.48341 -12.61712  -0.511
O 32.40806 -38.46645 -12.65728  0.043
N 30.39656 -37.52759 -13.10400  -0.006
C 29.76095 -38.68787 -13.55788  -0.141
H 31.79897 -35.14156 -12.75640  0.137
H 33.10317 -36.07416 -11.73329  0.101
H 31.69291 -35.84038 -11.16334  -0.006
H 29.82949 -36.77540 -12.71512  0.133
H 30.15420 -39.63806 -13.04358  0.094
H 30.06470 -39.15878 -14.52941  0.094
H 28.69129 -38.90659 -13.45361  0.079
C 30.92383 -45.97485 -8.83663  0.014
C 31.46713 -44.56131 -8.76402  -0.546
O 31.96472 -44.21582 -7.69125  0.004
N 31.39025 -43.71484 -9.80735  0.018
C 31.85657 -42.33219 -9.89777  -0.049
H 31.28591 -46.30607 -9.71770  0.037
H 29.74119 -46.03067 -8.70942  0.144
H 31.26962 -46.38943 -7.98949  0.032
H 31.02016 -44.13193 -10.67747  0.151
H 32.84594 -42.38617 -10.24420  0.064
H 32.07341 -41.91946 -8.96663  0.049
H 31.11992 -41.62496 -10.34414  0.108
C 28.18735 -38.16178 -10.25030  -0.035
C 29.27321 -37.69575 -9.34736  -0.554
O 30.45823 -38.19370 -9.36142  -0.032
N 28.98503 -36.71103 -8.49414  -0.032
C 29.85375 -35.80655 -7.69171  -0.072
H 27.98091 -37.44950 -10.95567  0.025
H 27.19863 -38.62878 -9.70536  0.145
H 28.51727 -39.12467 -10.90776  0.124
H 27.97924 -36.37946 -8.72511  0.166
H 29.94284 -36.19366 -6.58805  0.101
H 29.25355 -34.66672 -7.68624  0.149
H 30.81926 -35.63510 -8.14814  0.051
C 36.02025 -33.22986 -4.71956  0.039
C 35.58467 -34.53689 -3.88324  -0.560
O 34.71798 -35.25237 -4.32353  0.038
N 36.16372 -34.63691 -2.72505  -0.002
C 35.96441 -35.61219 -1.71106  -0.067
H 35.22612 -32.59808 -4.73226  0.036
H 36.53008 -33.48146 -5.64570  0.060
H 36.87617 -32.71654 -4.16005  0.090
H 36.81662 -33.89848 -2.49332  0.139
H 35.52652 -36.54619 -2.21613  0.099
H 35.07400 -35.18613 -1.05802  0.139
H 36.66750 -35.99058 -1.11619  0.015
C 34.91877 -43.01472 -7.84244  0.022
C 36.12939 -42.21707 -8.14749  -0.614
O 36.43481 -42.05406 -9.33311  0.035
N 36.92085 -41.63990 -7.33537  -0.064
C 38.21945 -41.03440 -7.52798  -0.051
H 34.33851 -42.34285 -7.29167  0.053
H 35.10505 -43.90637 -7.19105  0.101
H 34.48088 -43.33504 -8.80616  0.100
H 36.77788 -42.15969 -6.32532  0.159
H 38.76296 -41.69854 -8.27187  0.113
H 38.78683 -40.82601 -6.59385  0.070
H 37.89120 -39.95529 -8.09494  0.136
C 36.93242 -38.93469 -2.07063  0.026
C 37.86695 -38.82811 -3.27871  -0.404
O 37.34691 -38.94526 -4.42078  -0.021
N 39.20094 -38.72895 -2.97784  0.018
C 40.21582 -38.81089 -3.95121  -0.058
H 36.82075 -39.72481 -1.62708  -0.019
H 35.98118 -38.85321 -2.40886  0.041
H 36.88979 -38.15929 -1.17014  0.135
H 39.28724 -38.74664 -1.94503  0.166
H 39.86926 -39.17966 -4.83463  0.040
H 41.07936 -39.25672 -3.75974  0.039
H 40.52490 -37.65565 -4.05515  0.150

Output
Highest occupied orbital energy, eV: -10.812
2S+1: 1
Orbital gap, eV: 9.1
Net charge: +1
Relative energy (zero: lowest compared OMol25 entry of this formula, charge and spin), kJ/mol: 1304.6


2.
ORCA calculation (ωB97M-V with the def2-TZVPD basis set) on a molecular structure, C31H76N5Na2O13 in a non-equilibrium geometry.

Each line ends with the Löwdin charge.
Atoms and positions in Å:
Na -2.93747 -1.10166 -1.05192  0.559
Na 0.36659 -1.76323 -2.17278  0.748
O 0.13515 1.95645 0.40718  0.108
C -0.25617 0.90821 -0.32948  -0.778
O 0.38378 0.65446 -1.39169  -0.078
O -1.22097 0.21024 0.08112  -0.065
H 0.98428 2.25233 0.00256  0.087
C -5.43879 2.70726 -6.32321  -0.134
O -5.08249 1.81514 -5.30883  -0.190
C -4.17695 2.45160 -4.39468  -0.197
C -3.40491 1.40951 -3.62476  -0.202
N -2.46936 0.62840 -4.43892  -0.028
C -1.19889 1.31439 -4.65877  -0.212
C -0.17644 0.45217 -5.40024  -0.236
O -0.70903 -0.24554 -6.48901  -0.171
C -0.89537 0.60942 -7.60940  -0.080
H -4.65731 2.86287 -7.07531  0.089
H -5.72345 3.70310 -5.95153  0.091
H -6.34192 2.41400 -6.86294  0.089
H -4.80854 3.04093 -3.72281  0.132
H -3.52399 3.11287 -4.96911  0.118
H -4.11161 0.73700 -3.12933  0.096
H -2.83964 1.88511 -2.80572  0.124
H -2.28121 -0.18938 -3.85993  0.085
H -0.75466 1.68848 -3.72654  0.113
H -1.38069 2.19547 -5.28128  0.112
H 0.20380 -0.22723 -4.62461  0.093
H 0.69319 1.06431 -5.65630  0.131
H -1.43549 0.02672 -8.35360  0.095
H 0.04074 0.95453 -8.05027  0.095
H -1.55777 1.42847 -7.32027  0.082
C 5.59346 -1.20441 -5.48399  -0.112
O 4.58980 -0.96871 -4.51466  -0.201
C 4.64864 0.36612 -4.01999  -0.220
C 3.44337 0.51451 -3.11933  -0.221
N 3.15630 1.88822 -2.76566  -0.056
C 4.08813 2.50663 -1.83558  -0.189
C 3.50311 3.80185 -1.31618  -0.206
O 2.39642 3.56430 -0.45530  -0.233
C 1.91204 4.76171 0.13646  -0.096
H 5.39912 -2.14914 -5.98617  0.086
H 6.56586 -1.20425 -4.98368  0.090
H 5.63624 -0.45489 -6.28223  0.087
H 4.58482 1.06586 -4.85914  0.129
H 5.57772 0.52030 -3.46040  0.128
H 3.60621 -0.06843 -2.19534  0.121
H 2.57783 0.06811 -3.60980  0.098
H 2.19284 2.06310 -2.52624  0.087
H 5.00248 2.76939 -2.37107  0.124
H 4.32606 1.86795 -0.97477  0.125
H 3.20737 4.47250 -2.13065  0.133
H 4.24925 4.35916 -0.73884  0.120
H 1.19128 5.20869 -0.55900  0.097
H 2.70646 5.50913 0.21640  0.090
H 1.42591 4.61120 1.09494  0.088
C 6.00935 -1.07552 6.57906  -0.116
O 5.24756 -0.44570 5.59444  -0.193
C 3.93674 -0.89251 5.35046  -0.234
C 3.22887 0.18972 4.55412  -0.224
N 3.63725 0.20498 3.13930  -0.013
C 3.00288 1.34628 2.48692  -0.210
C 3.72494 2.68774 2.63899  -0.221
O 5.03654 2.61416 2.12145  -0.177
C 5.76535 3.78159 2.38661  -0.121
H 6.99019 -0.60067 6.59948  0.088
H 6.23671 -2.13305 6.39343  0.088
H 5.52679 -0.97003 7.55642  0.089
H 3.43353 -1.18275 6.27986  0.126
H 3.96533 -1.80791 4.73912  0.115
H 3.45234 1.08947 5.14568  0.125
H 2.14984 0.03657 4.61232  0.096
H 4.63423 0.41642 3.19144  0.107
H 1.99380 1.55232 2.85653  0.111
H 2.84247 1.19059 1.41383  0.106
H 3.80842 2.95766 3.70070  0.123
H 3.09712 3.44395 2.15518  0.100
H 6.70245 3.71020 1.83268  0.090
H 6.00444 3.95335 3.43849  0.091
H 5.29756 4.69394 1.99709  0.083
C -8.88521 0.33233 -3.20608  -0.094
O -8.07079 -0.81050 -3.12534  -0.186
C -6.78328 -0.64396 -3.62970  -0.241
C -5.96891 -1.89900 -3.34726  -0.175
N -5.25223 -1.83336 -2.08069  -0.092
C -6.08440 -1.80282 -0.86201  -0.156
C -5.34234 -1.90050 0.46376  -0.223
O -4.51268 -0.78226 0.63022  -0.242
C -4.03421 -0.62196 1.96732  -0.058
H -9.86116 0.07923 -2.80026  0.092
H -9.02782 0.65996 -4.24203  0.093
H -8.45336 1.17060 -2.64651  0.091
H -6.30081 0.24494 -3.19846  0.111
H -6.71863 -0.46965 -4.71358  0.129
H -5.23324 -2.14748 -4.11486  0.123
H -6.64893 -2.76387 -3.39879  0.130
H -4.53553 -2.54063 -2.00064  0.090
H -6.75827 -2.66550 -0.93277  0.136
H -6.60945 -0.84960 -0.88872  0.130
H -4.75140 -2.82350 0.59773  0.135
H -6.11044 -1.90155 1.24767  0.138
H -3.23899 0.11585 1.92083  0.086
H -3.62236 -1.56058 2.35270  0.098
H -4.84017 -0.33602 2.64402  0.101
C -0.25142 -3.04668 8.62651  -0.111
O -0.48993 -4.08806 7.69527  -0.196
C 0.55859 -5.05039 7.66738  -0.220
C 1.02288 -5.29724 6.23492  -0.194
N 1.30036 -3.97574 5.62773  -0.052
C 1.49510 -4.08026 4.18910  -0.220
C 1.37915 -2.70351 3.54500  -0.224
O 0.04616 -2.24899 3.62960  -0.171
C -0.12855 -1.02386 2.96504  -0.097
H -1.22559 -2.61592 8.84740  0.087
H 0.47793 -2.29197 8.31596  0.085
H 0.16170 -3.43810 9.56378  0.084
H 0.12257 -5.97867 8.05430  0.122
H 1.40885 -4.79308 8.29875  0.118
H 0.21490 -5.78553 5.67324  0.114
H 1.92357 -5.90536 6.16263  0.120
H 0.44881 -3.43788 5.77040  0.097
H 0.76481 -4.73691 3.68754  0.115
H 2.47335 -4.51674 3.96874  0.121
H 1.61893 -2.85910 2.47964  0.124
H 2.12147 -2.01896 3.96165  0.081
H -0.08386 -1.06029 1.87259  0.074
H 0.62224 -0.27808 3.26532  0.066
H -1.06729 -0.60494 3.32997  0.091

Output
Highest occupied orbital energy, eV: -10.384
2S+1: 1
Orbital gap, eV: 5.9
Net charge: +1
Relative energy (zero: lowest compared OMol25 entry of this formula, charge and spin), kJ/mol: 0.0


- What is the orbital gap in the second record?
  5.9 eV


- What is the relative energy (zero: lowest compared OMol25 entry of this formula, charge and spin) in the second record?
  0.0 kJ/mol


- Which of these has the highest orbital gap?
  C31H75N10O10